ORCA calculation (the ωB97M-V functional and the def2-TZVPD basis) on 2 unconnected molecules or ions with the total composition C5H9N2 at a distorted geometry.

Total charge: +1
HOMO level (eV): -14.22
Energy above the lowest of the compared OMol25 structures with the same formula, charge and spin (eV): 7.1329
Calculated total energy (Ha): -304.96790

Element x y z (Å)
C 2.00379 0.03107 -0.64464
C 2.95827 0.46185 0.31610
C -0.97188 -1.37896 0.03035
C -0.66812 -0.48744 1.15530
C -2.30619 0.89433 -0.51676
N -1.43350 -0.00077 0.25801
N 1.46070 0.20697 0.45138
H 1.76301 -0.42465 -1.58750
H 3.69774 -0.27219 0.63446
H 3.33171 1.54618 0.51584
H -0.15411 -1.55500 -0.78907
H -1.59291 -2.14913 0.09867
H -0.38254 -0.12969 2.09905
H -1.86888 1.86433 -0.70410
H -2.54695 0.36788 -1.32667
H -3.29015 1.02521 0.00958

=====

ORCA calculation (the ωB97M-V functional and the def2-TZVPD basis) on a molecular structure, C5H9N2 at a distorted geometry.

Total charge: +1
HOMO level (eV): -14.23
Energy above the lowest of the compared OMol25 structures with the same formula, charge and spin (eV): 3.5927
Calculated total energy (Ha): -305.09801

Element x y z (Å)
C -1.25945 0.35599 -0.02151
C -0.95484 0.08643 2.32734
C 1.28063 0.19901 0.44298
C 0.51709 -0.30256 -1.79881
C -0.84238 0.17476 -1.28756
N -0.43520 0.19231 1.18644
N 1.33693 -0.62824 -0.58885
H -2.24520 0.65673 0.08980
H -0.30726 0.02509 3.25909
H -1.99164 -0.04177 2.43151
H 1.35608 1.32206 0.15268
H 1.99355 -0.05078 1.22927
H 0.50834 -1.25186 -2.37963
H 0.94260 0.43081 -2.53305
H -1.46983 0.49740 -2.12096
H 1.57058 -1.66540 -0.38871

=====

ORCA calculation (the ωB97M-V functional and the def2-TZVPD basis) on a molecular structure, C5H9N2 at a distorted geometry.

Total charge: +1
HOMO level (eV): -14.55
Energy above the lowest of the compared OMol25 structures with the same formula, charge and spin (eV): 5.5121
Calculated total energy (Ha): -305.02747

Element x y z (Å)
C -0.68094 0.47151 -1.08093
C -0.01457 -0.55715 -0.56426
C 0.75433 1.34491 0.48360
C -1.05108 0.70044 1.07153
C 0.48374 -1.88315 -1.02166
N -0.62939 1.50241 -0.05071
N 0.26547 -0.02357 0.84925
H -1.17517 0.84338 -2.02162
H 1.54591 1.34920 -0.32536
H 0.90804 1.98905 1.32553
H -1.20103 1.27794 2.10297
H -2.04001 0.11635 1.16611
H 1.39744 -2.07270 -0.47934
H 0.78407 -1.65569 -1.97520
H -0.07666 -2.72646 -1.06410
H 0.72983 -0.67647 1.58422

=====

ORCA calculation (the ωB97M-V functional and the def2-TZVPD basis) on a gas-phase ion, C5H9N2 (charge +1) at a distorted geometry.

Total charge: +1
HOMO level (eV): -14.47
SMILES: [H]/N=C(\C)C=[N+]1CC1
Energy above the lowest of the compared OMol25 structures with the same formula, charge and spin (eV): 4.0795
Calculated total energy (Ha): -305.08011

Element x y z (Å)
H 1.86815 -2.08780 -0.21368
N 1.12793 -1.39501 -0.23768
C 1.40667 -0.19818 -0.10090
C 2.61549 0.59716 0.13914
C -0.08960 0.75262 -0.21901
N -1.20494 0.22562 -0.05964
C -2.61479 0.37781 -0.07438
C -1.95776 -0.93001 0.23230
H 3.26632 0.04897 0.82175
H 3.15876 0.72331 -0.79875
H 2.40233 1.57679 0.55406
H 0.01566 1.79917 -0.47607
H -3.07476 0.54369 -1.04154
H -3.04889 0.96453 0.72616
H -1.92927 -1.27944 1.25589
H -1.94130 -1.71922 -0.50766

=====

ORCA calculation (the ωB97M-V functional and the def2-TZVPD basis) on a gas-phase ion, C5H9N2 (charge +1) at a distorted geometry.

Total charge: +1
HOMO level (eV): -15.82
SMILES: CC1(C)C=NC=[NH+]1
Energy above the lowest of the compared OMol25 structures with the same formula, charge and spin (eV): 3.0404
Calculated total energy (Ha): -305.11830

Element x y z (Å)
C -1.11342 -0.03344 -1.18573
C -0.16910 -0.13280 -0.07186
C -0.95072 -0.15603 1.22727
C 0.85050 -1.15229 -0.01310
N 2.07533 -0.70411 0.14393
C 2.04582 0.67214 0.02813
N 0.79640 1.13484 -0.05322
H -1.77261 -0.91469 -1.35494
H -0.63252 -0.03129 -2.23507
H -1.82904 0.85084 -1.17679
H -1.58783 0.66049 1.19444
H -0.28493 -0.22846 2.17878
H -1.45661 -1.03612 1.07291
H 0.50048 -2.11642 0.06831
H 2.96367 1.13472 0.28574
H 0.56458 2.05262 -0.10881

=====

ORCA calculation (the ωB97M-V functional and the def2-TZVPD basis) on a molecular structure, C5H9N2 at a distorted geometry.

Total charge: +1
HOMO level (eV): -13.73
Energy above the lowest of the compared OMol25 structures with the same formula, charge and spin (eV): 4.1933
Calculated total energy (Ha): -305.07593

Element x y z (Å)
C 1.61032 1.40211 0.59696
C 2.31977 1.47956 -0.55061
C 0.63717 0.58783 -0.14578
C -0.86305 -0.99452 -1.00047
C -0.89093 -0.08103 1.39491
N 1.32606 0.76638 -1.32171
N -0.33909 -0.18370 0.03998
H 1.59631 1.82595 1.53964
H 3.26754 1.87452 -1.02180
H -0.42193 -1.95410 -1.17259
H -1.96324 -1.30728 -0.89776
H -0.79225 -0.64056 -2.02338
H -2.02681 -0.15946 1.13241
H -0.74797 -1.00863 1.90337
H -0.59931 0.77738 2.02662
H 1.50506 0.19468 -2.10194

=====

ORCA calculation (the ωB97M-V functional and the def2-TZVPD basis) on a molecular structure, C5H9N2O at a distorted geometry.

Total charge: +1
HOMO level (eV): -13.90
Energy above the lowest of the compared OMol25 structures with the same formula, charge and spin (eV): 6.0115
Calculated total energy (Ha): -380.23088

Element x y z (Å)
C -3.75604 1.64172 -0.26841
C 1.73256 -0.78518 -0.34261
C 1.74013 -1.50902 0.79789
C 0.54822 -0.11847 -0.69061
C 2.91985 -2.35086 1.12956
N -1.75580 2.53730 -0.97237
N -0.46147 0.43563 -0.66538
O -3.04546 2.56195 -0.71911
H -3.28370 0.69342 -0.16970
H -4.73785 2.03327 -0.12021
H 2.55820 -0.99086 -0.99732
H 0.97168 -1.34977 1.55780
H 3.81161 -1.90802 0.89599
H 2.73413 -3.25940 0.65529
H 2.86354 -2.60114 2.19579
H -1.18264 1.51626 -0.83083
H -1.65697 3.45320 -1.45577

=====

ORCA calculation (the ωB97M-V functional and the def2-TZVPD basis) on a gas-phase ion, C5H9N2O (charge +1) at a distorted geometry.

Total charge: +1
HOMO level (eV): -13.86
SMILES: [NH2+]=C1C[C@H]1C/N=C\O
Energy above the lowest of the compared OMol25 structures with the same formula, charge and spin (eV): 3.8785
Calculated total energy (Ha): -380.30927

Element x y z (Å)
N 0.87752 1.78120 -0.47064
C 1.07194 0.56455 -0.00826
C 1.17775 -0.39428 0.99582
C 0.87857 -0.87496 -0.41059
C -0.55845 -1.12068 -0.91074
N -1.46827 -1.14697 0.20725
C -2.00747 -0.08707 0.62626
O -1.98638 1.10897 -0.02252
H 0.36110 1.89293 -1.31601
H 1.25401 2.59997 -0.03493
H 0.24267 -0.55292 1.64583
H 2.19639 -0.77217 1.45494
H 1.68137 -1.40114 -0.98271
H -0.71357 -0.31854 -1.66011
H -0.79492 -1.95107 -1.52770
H -2.57601 -0.20320 1.61611
H -2.60840 1.83147 0.18175

=====

ORCA calculation (the ωB97M-V functional and the def2-TZVPD basis) on a molecular structure, C5H9N2O2P at a distorted geometry.

HOMO level (eV): -6.93
Energy above the lowest of the compared OMol25 structures with the same formula, charge and spin (eV): 3.4014
Calculated total energy (Ha): -797.14488

Element x y z (Å)
C 0.79986 0.23661 -0.07376
C -0.12914 1.16317 0.01444
C 2.77223 0.59542 -0.14100
C -1.46768 0.44484 0.13478
C -1.08212 -1.00680 -0.24273
N 0.37267 -1.03768 -0.29587
N 3.07796 1.98510 -0.16454
O 3.49279 -0.34446 -0.37809
O -0.01391 2.47165 0.33965
P 1.33402 -2.37873 0.42344
H -1.83406 0.24863 1.13991
H -2.22011 0.81826 -0.56709
H -1.42172 -1.75470 0.47247
H -1.27447 -1.24987 -1.22422
H 2.42358 2.70184 -0.06436
H 4.06393 2.12961 0.12455
H -0.92230 2.76963 0.43401
H 2.14967 -2.28748 -0.67028
H 0.62389 -3.46222 -0.26110

=====

ORCA calculation (the ωB97M-V functional and the def2-TZVPD basis) on a gas-phase ion, C5H9N2O3 (charge +1) at a distorted geometry.

Total charge: +1
Spin multiplicity: 3
<S²>: 2.01
HOMO level (spin up / spin down) (eV): -11.16 / -15.55
Energy above the lowest of the compared OMol25 structures with the same formula, charge and spin (eV): 2.1245
Calculated total energy (Ha): -530.64136

Element x y z (Å)
C -1.78013 0.14744 -0.22252
C -1.01743 -1.17459 -0.37936
C -0.84589 1.32851 -0.32411
C 0.48428 0.73494 -0.82328
C 0.85313 -0.80569 1.05774
N -3.08781 0.19823 0.01587
N 0.44361 -0.68512 -0.43628
O -3.78676 -0.95379 0.13711
O -3.69077 1.19839 0.20104
O -1.37088 -2.28740 -0.26782
H -1.40073 2.01352 -0.86778
H -0.50358 1.85632 0.52392
H 0.54986 0.70362 -1.86371
H 1.45761 1.04895 -0.45513
H 0.76473 -1.87636 1.31394
H 1.95639 -0.48658 0.98692
H 0.39798 -0.00679 1.52506
H 0.88163 -1.23581 -1.14153
H -3.11366 -1.61225 0.35529